{
  "formula": "C13H7BrCl3N10OPt",
  "method": "wB97M-V/def2-TZVPD",
  "species": ["Pt", "N", "C", "N", "N", "N", "N", "C", "N", "N", "N", "N", "H", "Cl", "C", "C", "C", "Cl", "C", "O", "C", "Cl", "C", "H", "H", "Br", "C", "C", "C", "C", "N", "C", "H", "H", "H", "H"],
  "xyz": [[-0.4245, -0.4056, -0.1565], [0.7054, 1.1716, -2.9435], [-0.5291, 0.5648, -3.0048], [-1.2929, 0.5637, -4.0760], [-2.3848, -0.1462, -3.7033], [-2.2865, -0.5457, -2.4907], [-1.0986, -0.1074, -2.0049], [1.4682, 1.2595, -1.8076], [2.6100, 1.9159, -1.7151], [3.0018, 1.7270, -0.4368], [2.1564, 1.0065, 0.2050], [1.1540, 0.6852, -0.6515], [1.0107, 1.6844, -3.7509], [-4.4404, -1.5955, 5.7510], [-3.7055, -1.6010, 4.1653], [-3.4598, -0.4066, 3.5192], [-2.7828, -0.4122, 2.3110], [-3.0204, 1.0292, 1.3392], [-2.5307, -1.6049, 1.5852], [-1.9473, -1.6715, 0.4348], [-2.8437, -2.7904, 2.2913], [-2.4952, -4.3110, 1.5218], [-3.4046, -2.8014, 3.5499], [-3.7214, 0.5351, 3.9806], [-3.5947, -3.7408, 4.0498], [-0.4888, 0.6188, 5.5013], [-0.0022, -0.5158, 4.0845], [0.5229, -1.7719, 4.3202], [0.8764, -2.5388, 3.2234], [0.7704, -1.9998, 1.9579], [0.2790, -0.7699, 1.7548], [-0.2375, -0.0977, 2.7854], [0.6800, -2.1256, 5.3298], [1.2844, -3.5316, 3.3499], [1.0889, -2.5359, 1.0768], [-0.4211, 0.9522, 2.5969]],
  "lowdin_charge": [1.124, 0.142, -0.484, 0.018, -0.101, -0.061, -0.177, -0.482, 0.020, -0.105, -0.083, -0.185, 0.137, 0.622, -0.683, -0.177, -0.613, 0.694, -0.503, -0.283, -0.581, 0.687, -0.145, 0.101, 0.102, 0.785, -0.660, -0.090, -0.039, -0.107, -0.103, -0.214, 0.109, 0.112, 0.117, 0.109],
  "spin_multiplicity": 1,
  "mol_weight_g_mol": 700.61,
  "homo_energy_ev": -5.31,
  "charge": -1
}

{
  "formula": "C13H7F3IrN2S3",
  "method": "wB97M-V/def2-TZVPD",
  "species": ["Ir", "F", "C", "F", "F", "C", "C", "C", "C", "N", "C", "S", "H", "H", "H", "S", "C", "N", "C", "C", "C", "C", "C", "C", "S", "H", "H", "H", "H"],
  "xyz": [[-1.9419, -1.9802, -0.6636], [1.0215, -2.8087, 3.5483], [1.6186, -1.7688, 2.9529], [0.9933, -0.6578, 3.3638], [2.8787, -1.7106, 3.3772], [1.5441, -1.8916, 1.4512], [2.6672, -1.7845, 0.6499], [2.5316, -1.8541, -0.7336], [1.2751, -2.0295, -1.2716], [0.1954, -2.1405, -0.4920], [0.3122, -2.0670, 0.8351], [-1.2695, -2.1711, 1.5605], [3.6393, -1.6471, 1.1033], [3.3887, -1.7720, -1.3850], [1.1177, -2.0865, -2.3402], [-4.2287, -1.3807, -0.9851], [-3.4065, 0.1271, -0.9884], [-2.1047, 0.0151, -0.9259], [-1.4296, 1.2271, -0.8713], [-0.0567, 1.4304, -0.8066], [0.4072, 2.7291, -0.7570], [-0.4812, 3.8088, -0.7686], [-1.8453, 3.6104, -0.8444], [-2.3168, 2.3041, -0.9033], [-3.9703, 1.7383, -1.0193], [0.6121, 0.5791, -0.8013], [1.4707, 2.9180, -0.7094], [-0.0915, 4.8160, -0.7210], [-2.5307, 4.4470, -0.8544]],
  "lowdin_charge": [0.918, 0.153, -0.613, 0.156, 0.171, -0.093, 0.050, -0.015, -0.098, -0.145, -0.660, 0.765, 0.139, 0.123, 0.131, 0.605, -1.119, -0.180, -0.277, -0.003, -0.051, -0.056, -0.059, -0.431, 1.139, 0.097, 0.115, 0.117, 0.122],
  "spin_multiplicity": 1,
  "mol_weight_g_mol": 536.63,
  "homo_energy_ev": -11.99,
  "charge": 1
}

{
  "formula": "C13H7F3N2O4PtS",
  "method": "wB97M-V/def2-TZVPD",
  "species": ["Pt", "O", "C", "O", "C", "C", "C", "C", "C", "N", "C", "O", "O", "H", "H", "H", "H", "F", "C", "F", "F", "C", "C", "C", "C", "N", "C", "S", "H", "H", "H"],
  "xyz": [[1.0778, -0.3591, -1.0546], [-0.2926, 3.8574, 1.1000], [0.1963, 2.8396, 0.3755], [-0.1939, 2.5883, -0.7267], [1.2953, 2.1208, 1.1035], [1.8482, 2.7034, 2.2289], [2.9402, 2.1006, 2.8407], [3.4731, 0.9669, 2.2787], [2.8717, 0.4428, 1.1451], [1.7837, 0.9708, 0.5986], [3.4894, -0.7170, 0.3834], [4.4255, -1.3005, 0.8840], [2.9854, -0.9064, -0.7955], [-0.9599, 4.3062, 0.5637], [1.4299, 3.6233, 2.6064], [3.3778, 2.5335, 3.7318], [4.3395, 0.4636, 2.6847], [-1.4988, -4.6474, -1.4152], [-2.6093, -3.9124, -1.4322], [-3.3202, -4.2729, -2.5219], [-3.3511, -4.2683, -0.3616], [-2.3601, -2.4303, -1.4334], [-3.4710, -1.6085, -1.3418], [-3.3257, -0.2271, -1.3504], [-2.0527, 0.2911, -1.4510], [-0.9812, -0.4960, -1.5309], [-1.0951, -1.8402, -1.5162], [0.4767, -2.5480, -1.5710], [-4.4526, -2.0598, -1.2594], [-4.1815, 0.4299, -1.2837], [-1.8649, 1.3556, -1.4794]],
  "lowdin_charge": [0.935, 0.116, -0.460, 0.091, -0.155, 0.016, -0.017, 0.031, -0.167, 0.051, -0.592, 0.089, -0.227, 0.138, 0.120, 0.119, 0.131, 0.124, -0.593, 0.141, 0.138, -0.111, 0.009, -0.039, -0.107, -0.148, -0.679, 0.705, 0.132, 0.108, 0.098],
  "spin_multiplicity": 1,
  "mol_weight_g_mol": 539.35,
  "homo_energy_ev": -8.16
}

{
  "formula": "C13H8F3MnN3O6",
  "method": "wB97M-V/def2-TZVPD",
  "species": ["Mn", "O", "C", "O", "C", "C", "C", "N", "C", "C", "C", "O", "O", "H", "H", "H", "F", "C", "F", "F", "C", "N", "C", "C", "C", "O", "N", "C", "O", "H", "H", "H", "H", "H"],
  "xyz": [[1.0872, -0.4395, 0.7238], [-0.6476, 5.2407, -1.1295], [0.0247, 5.9546, -1.8465], [0.5990, 6.6545, -2.5104], [-0.2281, 3.8760, -0.6685], [-1.1931, 3.2260, 0.0525], [-0.8437, 1.9586, 0.5026], [0.3587, 1.4281, 0.2354], [1.2440, 2.1207, -0.4847], [1.0132, 3.3933, -0.9796], [2.5448, 1.3954, -0.7464], [3.4531, 1.9106, -1.3165], [2.4734, 0.1564, -0.2948], [-2.1659, 3.6481, 0.2615], [-1.5591, 1.3485, 1.0330], [1.7914, 3.8893, -1.5492], [1.1171, 1.0223, 3.1058], [0.4425, 0.0640, 2.5183], [0.9710, -1.1454, 2.8177], [-0.8217, 0.1215, 2.8260], [0.6691, -4.8271, -0.4271], [-0.2346, -3.6774, -0.2446], [-1.6199, -3.7734, -0.3777], [-2.4307, -2.7227, -0.1966], [-1.9039, -1.4056, 0.1450], [-2.5585, -0.4049, 0.3235], [-0.4985, -1.3838, 0.2534], [0.2538, -2.4903, 0.0644], [1.5027, -2.2288, 0.2581], [0.0606, -5.6977, -0.6488], [1.2335, -4.9963, 0.4864], [1.3478, -4.6313, -1.2534], [-1.9823, -4.7587, -0.6330], [-3.5000, -2.8255, -0.3000]],
  "mulliken_spin": [1.350, 0.000, 0.000, 0.000, 0.003, -0.002, 0.004, -0.026, -0.005, -0.002, 0.001, 0.010, -0.025, 0.000, -0.001, 0.000, -0.023, -0.209, -0.017, -0.027, 0.001, -0.004, 0.002, -0.004, -0.005, 0.004, -0.007, -0.020, 0.005, 0.000, 0.000, -0.001, 0.000, 0.000],
  "spin_multiplicity": 2,
  "mol_weight_g_mol": 414.15,
  "homo_energy_ev": [-15.64, -15.65],
  "charge": 2
}